The following is a quantum chemistry calculation of a 2-piece molecular cluster, C19H44BN2OPS overall at a distorted geometry, from the OMol25 dataset.

Structure (XYZ):
```
69
C19H44BN2OPS | the OMol25 dataset | ωB97M-V with the def2-TZVPD basis set
N -1.704 -7.601 1.854
C -2.242 -6.844 1.067
O -3.121 -5.994 0.334
B -3.727 -5.067 1.329
S -2.707 -3.436 1.413
C -5.277 -4.641 1.014
C -6.318 -5.870 1.025
N -6.560 -6.343 2.428
H -3.702 -5.617 2.388
H -3.403 -2.708 2.394
H -5.620 -3.900 1.840
H -5.360 -4.048 0.018
H -5.970 -6.760 0.381
H -7.330 -5.487 0.628
H -5.717 -6.785 2.822
H -6.783 -5.488 2.972
C 0.987 5.561 -1.828
C 2.206 4.657 -1.726
C 2.084 3.398 -2.581
C 1.170 2.303 -2.019
P 1.773 1.287 -0.683
C 3.415 0.708 -1.195
C 3.616 0.007 -2.542
C 3.089 -1.421 -2.697
C 3.480 -2.381 -1.582
C 0.785 -0.184 -0.545
C -0.679 -0.178 -0.121
C -0.969 0.198 1.324
C -0.108 -0.503 2.364
C 2.157 2.106 0.854
C 1.198 2.814 1.816
C 0.087 3.684 1.221
C 0.304 5.168 1.474
H 0.068 5.038 -1.545
H 1.100 6.422 -1.163
H 0.860 5.936 -2.842
H 2.399 4.401 -0.686
H 3.077 5.227 -2.065
H 3.087 2.989 -2.738
H 1.717 3.682 -3.574
H 0.987 1.606 -2.846
H 0.184 2.710 -1.786
H 3.829 0.098 -0.387
H 4.045 1.605 -1.212
H 4.695 -0.023 -2.733
H 3.186 0.620 -3.342
H 3.468 -1.824 -3.643
H 2.004 -1.416 -2.819
H 4.548 -2.612 -1.628
H 2.928 -3.318 -1.685
H 3.261 -1.988 -0.589
H 1.332 -0.926 0.043
H 0.747 -0.587 -1.558
H -1.076 -1.187 -0.287
H -1.246 0.486 -0.783
H -2.022 -0.003 1.542
H -0.866 1.276 1.415
H -0.355 -1.565 2.421
H -0.280 -0.059 3.349
H 0.962 -0.410 2.157
H 2.961 2.816 0.632
H 2.654 1.336 1.460
H 1.804 3.417 2.501
H 0.747 2.068 2.473
H -0.867 3.421 1.693
H -0.042 3.488 0.160
H 0.203 5.397 2.538
H -0.447 5.755 0.936
H 1.295 5.491 1.149
```

## Properties
HOMO level: -6.34 eV
spin multiplicity: 1
max |F|: 6.19 eV/A
Kohn-Sham gap: 5.79 eV
lowest unoccupied orbital energy: -0.55 eV
electronic energy: -46243.10461 eV
net charge: 0

Results of the natural (NBO) charge analysis, in e, for atoms 1 through 6:
1. N -0.4800
2. C 0.5687
3. O -0.6562
4. B 0.2595
5. S -0.4264
6. C -0.6698

***

The following is a quantum chemistry calculation of C19H44BrN2O3PS2Si2 as an isolated structure at a distorted geometry, from the OMol25 dataset.

Structure (XYZ):
```
74
C19H44BrN2O3PS2Si2 | the OMol25 dataset | ωB97M-V with the def2-TZVPD basis set
C 0.465 -2.349 -5.445
C -0.146 -1.360 -4.419
C 0.150 -1.809 -2.968
C 1.670 -2.041 -2.709
Si -0.693 -0.846 -1.582
C -0.657 -1.991 -0.079
C -1.221 -3.399 -0.390
C -0.129 -4.487 -0.339
O -0.306 -5.381 -1.444
C -2.517 -0.486 -1.929
C -2.985 0.832 -1.298
C -3.318 0.677 0.188
S -2.149 1.510 1.324
C -2.439 0.543 2.801
S -3.988 0.124 3.181
N -1.318 0.298 3.594
C -0.161 -0.263 2.854
C 1.189 0.425 3.181
C -1.609 -0.452 4.830
C -0.367 -0.616 5.735
O 0.051 0.595 -1.106
Si 0.881 1.599 -2.156
C 1.961 2.796 -1.178
C 2.025 2.562 0.349
C 2.245 3.895 1.134
C 3.543 3.952 1.973
N 3.378 3.598 3.392
P -0.250 3.058 -3.452
O -1.095 3.872 -2.272
Br -1.849 1.978 -4.593
H 0.055 -2.170 -6.445
H 1.544 -2.171 -5.520
H 0.306 -3.388 -5.143
H -1.229 -1.373 -4.571
H 0.284 -0.379 -4.632
H -0.308 -2.809 -2.895
H 1.919 -1.883 -1.654
H 2.273 -1.369 -3.328
H 1.949 -3.064 -2.980
H 0.375 -2.025 0.298
H -1.241 -1.491 0.714
H -1.709 -3.457 -1.367
H -1.965 -3.637 0.378
H -0.189 -5.028 0.614
H 0.870 -4.035 -0.403
H 0.530 -5.804 -1.624
H -3.115 -1.274 -1.445
H -2.737 -0.529 -2.998
H -2.277 1.648 -1.473
H -3.920 1.134 -1.789
H -3.319 -0.366 0.510
H -4.303 1.103 0.396
H -0.328 -0.202 1.773
H -0.082 -1.334 3.093
H 1.832 0.455 2.298
H 1.029 1.420 3.602
H 1.733 -0.152 3.940
H -1.991 -1.453 4.585
H -2.363 0.088 5.407
H -0.711 -0.911 6.729
H 0.293 -1.399 5.340
H 0.199 0.317 5.788
H 1.741 0.840 -3.083
H 1.538 3.799 -1.341
H 2.963 2.816 -1.620
H 2.896 1.926 0.549
H 1.115 2.089 0.722
H 2.198 4.757 0.463
H 1.405 4.015 1.836
H 3.926 4.980 1.919
H 4.276 3.283 1.508
H 3.794 2.694 3.573
H 2.398 3.508 3.632
H -2.012 4.000 -2.536
```

## Properties
energy above the lowest of the compared OMol25 structures with the same formula, charge and spin: 0.000 eV
HOMO level: -8.20 eV
spin multiplicity: 1
max |F|: 1.53 eV/A
Kohn-Sham gap: 8.43 eV
lowest unoccupied orbital energy: 0.23 eV
electronic energy: -146299.82248 eV
net charge: 0

Results of the Mulliken charge analysis, in e, for atoms 1 through 6:
1. C -1.4760
2. C -0.0683
3. C 0.7249
4. C -1.6073
5. Si -1.2983
6. C 0.3516

***

The following is a quantum chemistry calculation of C19H44ClNP2SeTi as an isolated structure at a distorted geometry, from the OMol25 dataset.

Structure (XYZ):
```
69
C19H44ClNP2SeTi | the OMol25 dataset | ωB97M-V with the def2-TZVPD basis set
Ti -0.007 0.005 -0.008
Cl -1.412 0.964 -1.773
P 0.739 2.232 0.345
C -0.654 3.508 0.298
C 1.678 2.673 1.896
C 1.773 2.721 -1.141
C -1.970 3.022 0.890
H -0.813 3.632 -0.773
C -0.296 4.865 0.900
H -0.375 4.855 1.984
H -1.005 5.610 0.537
H 0.697 5.216 0.643
H -2.512 2.398 0.190
H -2.596 3.885 1.123
H -1.827 2.462 1.811
H 1.021 2.612 -1.926
C 2.902 1.745 -1.452
C 2.286 4.152 -1.163
H 1.503 4.873 -1.375
H 3.037 4.254 -1.947
H 2.766 4.430 -0.224
H 2.769 0.788 -0.955
H 3.872 2.142 -1.169
H 2.929 1.559 -2.526
C 0.865 2.289 3.128
H 1.759 3.759 1.872
C 3.091 2.109 1.958
H -0.005 2.924 3.268
H 1.488 2.388 4.018
H 0.525 1.261 3.068
H 3.127 1.064 1.669
H 3.458 2.181 2.983
H 3.777 2.667 1.330
H -1.376 0.396 0.784
H 0.932 -0.104 -1.334
P -0.971 -2.074 -0.636
C -1.006 -2.353 -2.505
C -0.272 -3.671 0.029
C -2.796 -1.997 -0.214
C 0.195 -1.782 -3.248
H -1.874 -1.765 -2.806
C -1.224 -3.802 -2.931
H -0.302 -4.378 -2.878
H -1.549 -3.819 -3.971
H -1.976 -4.326 -2.350
H 0.133 -0.704 -3.334
H 0.218 -2.196 -4.257
H 1.137 -2.034 -2.768
H -3.092 -1.158 -0.848
C -3.077 -1.597 1.230
C -3.632 -3.208 -0.599
H -3.782 -3.289 -1.672
H -4.619 -3.123 -0.144
H -3.195 -4.139 -0.241
H -2.184 -1.258 1.748
H -3.510 -2.414 1.800
H -3.796 -0.778 1.242
C 1.208 -3.782 -0.322
H -0.805 -4.454 -0.511
C -0.515 -3.894 1.515
H 1.371 -4.137 -1.335
H 1.688 -4.490 0.354
H 1.707 -2.824 -0.218
H -0.170 -3.060 2.116
H 0.031 -4.782 1.836
H -1.565 -4.066 1.732
Se 2.971 -2.045 3.547
C 1.940 -1.336 2.317
N 1.168 -0.804 1.394
```

## Properties
HOMO level: -8.07 eV
spin multiplicity: 1
max |F|: 8.44 eV/A
Kohn-Sham gap: 7.41 eV
lowest unoccupied orbital energy: -0.66 eV
electronic energy: -141467.82682 eV
net charge: 0

Results of the natural (NBO) charge analysis, in e, for atoms 1 through 6:
1. Ti 1.4098
2. Cl -0.5435
3. P 0.8752
4. C -0.4842
5. C -0.5122
6. C -0.5009

***

The following is a quantum chemistry calculation of a 4-piece molecular cluster, C19H44IO11Si overall at a distorted geometry, from the OMol25 dataset.

Structure (XYZ):
```
76
C19H44IO11Si | the OMol25 dataset | ωB97M-V with the def2-TZVPD basis set
O 1.033 -2.968 3.255
C 2.042 -2.399 2.775
O 2.992 -3.042 2.217
Si 2.226 -0.485 2.786
I 1.461 0.248 0.518
H 1.461 0.161 3.864
H 3.673 -0.204 2.867
C -2.357 -2.701 4.390
O -3.183 -1.555 4.536
C -2.544 -0.530 5.280
C -3.180 0.820 4.985
O -2.733 1.391 3.760
C -3.243 0.798 2.569
C -4.700 1.139 2.305
O -5.557 0.327 3.097
C -6.845 0.884 3.229
H -2.116 -3.130 5.369
H -2.905 -3.439 3.805
H -1.436 -2.450 3.855
H -1.477 -0.488 5.033
H -2.662 -0.767 6.346
H -2.854 1.516 5.763
H -4.269 0.778 5.029
H -3.069 -0.279 2.559
H -2.648 1.226 1.759
H -4.936 0.945 1.252
H -4.871 2.200 2.525
H -6.792 1.862 3.721
H -7.440 0.217 3.853
H -7.328 0.981 2.250
C -1.654 -5.617 -4.959
O -1.376 -4.786 -3.855
C -1.091 -3.449 -4.246
C -1.314 -2.494 -3.086
O -2.686 -2.169 -2.880
C -3.488 -3.198 -2.303
C -3.209 -3.421 -0.826
O -2.041 -4.208 -0.657
C -1.488 -4.075 0.643
H -0.791 -5.669 -5.633
H -1.871 -6.617 -4.583
H -2.534 -5.253 -5.502
H -1.729 -3.153 -5.087
H -0.039 -3.410 -4.557
H -0.829 -1.547 -3.338
H -0.852 -2.854 -2.166
H -3.412 -4.126 -2.872
H -4.518 -2.845 -2.400
H -4.048 -3.962 -0.370
H -3.090 -2.451 -0.326
H -1.199 -3.035 0.828
H -0.594 -4.693 0.698
H -2.201 -4.410 1.404
C 7.750 4.123 -0.300
O 6.510 4.488 -0.866
C 6.608 5.650 -1.676
C 5.450 5.712 -2.656
O 5.626 4.871 -3.793
C 5.472 3.471 -3.569
C 4.028 3.049 -3.359
O 3.619 3.326 -2.030
C 2.212 3.376 -1.905
H 8.131 4.920 0.348
H 7.597 3.225 0.297
H 8.479 3.897 -1.086
H 7.553 5.650 -2.232
H 6.577 6.524 -1.013
H 5.407 6.729 -3.057
H 4.493 5.520 -2.167
H 6.114 3.127 -2.757
H 5.830 2.994 -4.485
H 3.935 1.968 -3.521
H 3.386 3.579 -4.074
H 1.801 4.174 -2.535
H 1.971 3.600 -0.867
H 1.766 2.413 -2.173
```

## Properties
HOMO level: -4.50 eV
spin multiplicity: 1
max |F|: 2.92 eV/A
Kohn-Sham gap: 6.92 eV
lowest unoccupied orbital energy: 2.43 eV
electronic energy: -58914.68056 eV
net charge: -1

Results of the Mulliken charge analysis, in e, for atoms 1 through 6:
1. O -0.6468
2. C 0.4379
3. O -0.6817
4. Si 0.2806
5. I -0.0866
6. H -0.1540

***

The following is a quantum chemistry calculation of C19H44NOP2SSm as an isolated structure at a distorted geometry, from the OMol25 dataset.

Structure (XYZ):
```
69
C19H44NOP2SSm | the OMol25 dataset | ωB97M-V with the def2-TZVPD basis set
Sm -0.371 0.136 -0.019
P 0.382 -2.094 -1.448
P 0.630 2.665 0.480
N 0.635 0.922 -2.211
C 1.228 -1.438 -2.942
H 2.126 -2.061 -3.102
H 0.537 -1.573 -3.792
C 1.655 0.042 -2.853
H 2.591 0.163 -2.289
H 1.857 0.442 -3.863
C 0.947 2.386 -2.356
H 0.026 2.898 -2.667
H 1.676 2.493 -3.166
C 1.542 3.019 -1.075
H 1.572 4.108 -1.192
H 2.566 2.651 -0.923
C 1.358 3.194 2.068
C 2.132 2.000 2.673
H 3.025 1.729 2.086
H 1.479 1.109 2.756
H 2.443 2.245 3.697
C -1.022 3.478 0.206
C -2.125 2.988 1.171
H -3.069 2.897 0.607
H -2.291 3.705 1.997
H -1.943 1.993 1.624
C -1.294 -2.726 -2.006
C -2.056 -3.499 -0.917
H -3.117 -3.536 -1.218
H -2.035 -3.009 0.070
H -1.713 -4.543 -0.795
C 1.335 -3.429 -0.663
C 0.819 -3.729 0.761
H 1.580 -4.321 1.293
H -0.117 -4.308 0.739
H 0.645 -2.820 1.363
C 2.093 -0.415 0.326
O 3.238 -0.582 0.459
C -0.869 5.012 0.200
H 0.137 5.362 0.466
H -1.091 5.396 -0.806
H -1.582 5.480 0.895
C -1.274 -3.490 -3.341
H -1.934 -4.365 -3.295
H -1.644 -2.816 -4.132
H -0.280 -3.839 -3.659
C 1.388 -4.672 -1.547
H 2.018 -5.421 -1.050
H 0.393 -5.110 -1.694
H 1.834 -4.456 -2.525
C 0.354 3.709 3.106
H -0.386 2.942 3.385
H 0.905 3.950 4.025
H -0.179 4.614 2.782
H 2.045 4.007 1.786
H 2.354 -3.020 -0.575
H -1.306 3.147 -0.804
H -1.842 -1.789 -2.167
H -0.266 0.763 -2.690
H -1.883 0.603 -1.103
C -0.985 -1.205 4.299
S -0.822 -0.649 2.577
C -2.497 -0.827 1.869
H 0.015 -1.183 4.752
H -1.392 -2.223 4.319
H -1.656 -0.518 4.832
H -2.830 -1.852 2.086
H -3.141 -0.091 2.365
H -2.552 -0.639 0.764
```

## Properties
HOMO level (alpha / beta): -14.78 / -14.70 eV
spin multiplicity: 6
max |F|: 5.79 eV/A
Kohn-Sham gap (alpha / beta): 8.48 / 8.52 eV
lowest unoccupied orbital energy (alpha / beta): -6.30 / -6.18 eV
electronic energy: -71256.00258 eV
net charge: +2

Results of the natural (NBO) charge analysis, in e, for atoms 1 through 6:
1. Sm 1.1488
2. P 0.8631
3. P 0.8650
4. N -0.6927
5. C -0.7399
6. H 0.2748

***

The following is a quantum chemistry calculation of C19H45N6O7Zr as an isolated structure at a distorted geometry, from the OMol25 dataset.

Structure (XYZ):
```
78
C19H45N6O7Zr | the OMol25 dataset | ωB97M-V with the def2-TZVPD basis set
Zr -3.381 1.196 -1.139
C -0.132 -1.855 -0.486
O -0.840 -0.679 -0.531
H -0.837 -2.651 -0.246
H 0.411 -2.043 -1.413
H 0.741 -1.864 0.166
C -0.947 5.104 -0.555
O -1.218 3.891 -0.411
N -0.070 5.482 -1.541
C 0.134 6.910 -1.777
C 0.744 4.443 -2.293
H -1.311 5.886 0.128
H 0.311 7.179 -2.819
H 1.000 7.312 -1.251
H -0.699 7.556 -1.499
H 0.591 4.507 -3.370
H 1.792 4.704 -2.148
H 0.483 3.401 -2.112
C 5.083 -0.318 1.968
O 5.513 -0.246 3.100
N 5.054 0.713 1.109
C 5.523 2.104 1.437
C 4.522 0.618 -0.303
H 4.653 -1.230 1.524
H 5.526 2.269 2.514
H 5.069 2.905 0.853
H 6.602 2.129 1.285
H 5.329 0.744 -1.025
H 4.298 -0.448 -0.345
H 3.677 1.274 -0.511
C 2.052 -3.627 -5.562
O 1.820 -3.336 -6.748
N 3.057 -4.425 -5.173
C 3.521 -4.501 -3.792
C 3.836 -5.299 -6.087
H 1.643 -3.155 -4.655
H 4.238 -5.256 -3.468
H 2.803 -4.403 -2.978
H 4.176 -3.636 -3.689
H 4.000 -6.299 -5.684
H 3.422 -5.345 -7.094
H 4.878 -5.007 -6.216
C -5.306 -6.435 -3.792
O -5.649 -7.498 -3.304
N -4.571 -5.564 -3.090
C -4.326 -4.199 -3.442
C -4.115 -5.838 -1.723
H -5.785 -6.119 -4.731
H -4.369 -3.921 -4.495
H -3.285 -4.032 -3.165
H -4.881 -3.599 -2.721
H -4.619 -5.348 -0.890
H -4.147 -6.893 -1.450
H -3.050 -5.607 -1.725
C 0.659 0.516 5.721
O 0.005 -0.400 5.278
N 1.298 1.435 4.928
C 1.235 1.425 3.478
C 2.181 2.390 5.421
H 0.878 0.600 6.797
H 2.042 1.961 2.977
H 0.299 1.933 3.247
H 1.210 0.437 3.019
H 3.152 1.898 5.459
H 2.286 3.203 4.703
H 1.932 2.808 6.397
C -3.978 1.678 3.517
O -3.811 1.630 2.317
N -4.868 2.556 4.100
C -5.195 2.521 5.552
C -5.559 3.596 3.346
H -3.513 1.128 4.350
H -5.696 3.484 5.646
H -4.286 2.259 6.093
H -5.909 1.697 5.544
H -5.522 4.583 3.806
H -5.212 3.759 2.325
H -6.593 3.253 3.342
```

## Properties
energy above the lowest of the compared OMol25 structures with the same formula, charge and spin: 11.968 eV
HOMO level: -14.92 eV
spin multiplicity: 1
max |F|: 4.44 eV/A
Kohn-Sham gap: 1.47 eV
lowest unoccupied orbital energy: -13.44 eV
electronic energy: -44943.35136 eV
net charge: +3

Results of the Mulliken charge analysis, in e, for atoms 1 through 6:
1. Zr 1.6896
2. C -0.3676
3. O -0.5049
4. H 0.2758
5. H 0.1133
6. H 0.2091